{"formula": "C2H8N2OSi", "method": "wB97M-V/def2-TZVPD", "gap_ev": [7.2, 7.2], "homo_energy_ev": [-7.148, -7.155], "relative_energy_ev": 3.8714, "max_force_ev_per_a": 4.3, "elements": ["C", "C", "N", "N", "O", "Si", "H", "H", "H", "H", "H", "H", "H", "H"], "coordinates": [[-2.77513, 0.27902, -0.30039], [-2.00434, -0.45605, 0.53307], [1.13755, -0.37055, -1.57680], [1.78181, 0.99358, 1.23770], [1.76691, -1.66618, 0.46472], [1.10189, -0.19222, 0.11178], [-3.95891, 0.25035, -0.27623], [-2.41017, 1.03750, -0.94360], [-2.13712, -1.22998, 1.28175], [0.97043, 0.38932, -2.32834], [0.51734, -1.09618, -1.81198], [1.70144, 1.90276, 0.78694], [1.00338, 0.95652, 1.98274], [1.74489, -1.90290, 1.46327]]}